1.
Formula: C25H51AlBBeBr2F8KN3O12S
Source: OMol25
Level of theory: ωB97M-V/def2-TZVPD

CARTESIAN COORDINATES (ANGSTROEM)
C 0.82 -5.99 3.43
C 0.96 -4.55 2.85
C 0.70 -3.52 3.95
C -0.37 -2.46 3.64
C 0.13 -1.13 4.23
O -0.69 -2.31 2.28
C 0.24 -1.58 1.51
C 0.22 -2.07 0.08
O -1.56 -2.85 4.33
C -2.69 -2.29 3.78
O -2.85 -1.12 3.71
B -3.89 -3.19 3.26
O -4.72 -3.72 4.23
C -4.15 -3.43 1.74
C -4.91 -4.73 1.44
H 1.59 -6.63 3.03
H -0.18 -6.35 3.19
H 0.93 -6.00 4.50
H 0.25 -4.50 2.03
H 1.97 -4.49 2.49
H 1.63 -2.99 4.11
H 0.45 -3.96 4.90
H 1.18 -0.97 4.05
H -0.47 -0.31 3.86
H -0.05 -1.20 5.29
H -0.01 -0.51 1.57
H 1.25 -1.68 1.88
H 0.89 -2.91 -0.03
H 0.45 -1.29 -0.63
H -0.78 -2.44 -0.11
H -5.52 -3.18 4.25
H -4.78 -2.60 1.43
H -3.23 -3.34 1.17
H -5.51 -4.61 0.55
H -4.23 -5.55 1.30
H -5.61 -4.96 2.23
C -1.43 -1.73 -5.89
O -0.46 -0.72 -5.61
C -0.75 0.00 -4.40
C 0.47 0.75 -3.93
O 1.37 -0.05 -3.22
C 2.16 -0.96 -4.00
C 3.26 -0.27 -4.77
O 2.74 0.29 -5.98
C 3.65 1.24 -6.51
H -2.43 -1.30 -6.00
H -1.16 -2.21 -6.83
H -1.42 -2.48 -5.10
H -1.07 -0.74 -3.57
H -1.57 0.70 -4.61
H 0.14 1.50 -3.21
H 0.97 1.29 -4.76
H 1.53 -1.57 -4.65
H 2.63 -1.62 -3.27
H 4.03 -1.01 -5.04
H 3.71 0.51 -4.15
H 3.77 2.08 -5.81
H 3.24 1.62 -7.44
H 4.62 0.78 -6.71
C -1.82 3.20 1.60
F -1.84 4.42 1.17
F -2.75 3.00 2.51
F -2.06 2.35 0.59
S -0.15 3.02 2.29
O -0.11 4.04 3.34
O 0.74 3.30 1.19
O -0.05 1.68 2.78
Be -2.26 -1.73 -2.79
F 3.66 1.87 -0.74
Al 4.54 0.35 -0.69
F 5.03 -0.10 -2.23
F 3.52 -0.84 -0.04
F 5.87 0.55 0.31
O 2.91 3.33 1.74
H 3.05 3.12 0.77
H 2.46 2.59 2.19
H 2.44 4.17 1.86
F -0.53 5.98 2.32
K -1.63 0.57 -6.35
N -1.78 0.02 8.33
C -1.77 -1.17 7.74
C -1.72 -2.37 8.44
C -1.66 -2.32 9.82
C -1.67 -1.09 10.45
C -1.73 0.05 9.66
H -1.81 -1.17 6.66
H -1.72 -3.31 7.91
H -1.61 -3.24 10.41
H -1.62 -1.01 11.53
H -1.74 1.04 10.10
C -0.42 6.23 -3.35
O 0.21 6.64 -4.29
N -0.42 4.91 -2.99
N -1.21 7.05 -2.57
H -0.94 4.54 -2.21
H 0.15 4.29 -3.54
H -1.23 8.03 -2.81
H -1.75 6.73 -1.79
Br 2.42 6.14 -6.76
C 2.94 5.36 -8.46
C 1.69 4.90 -9.16
Br 1.06 3.20 -8.41
H 3.66 4.58 -8.29
H 3.42 6.17 -9.02
H 1.87 4.68 -10.21
H 0.88 5.61 -9.08

The multiplicity is 1. Its energy above the lowest of the compared OMol25 structures with the same formula, charge and spin is 0.0 kJ/mol. The value obtained for the total energy is -252438.3963 eV. Its charge is +1. The value obtained for the HOMO energy is -11.005 eV.

---

2.
Formula: C3H3ClOS
Source: OMol25
Level of theory: ωB97M-V/def2-TZVPD

CARTESIAN COORDINATES (ANGSTROEM)
C 0.48 -0.54 -0.38
C -0.31 -1.32 0.63
C -0.11 2.04 0.15
O -1.31 -0.97 1.17
S -0.39 0.92 -1.07
Cl -0.64 3.60 -0.21
H 0.72 -1.19 -1.22
H 1.41 -0.21 0.08
H 0.15 -2.31 0.86

The multiplicity is 1. Its energy above the lowest of the compared OMol25 structures with the same formula, charge and spin is 226.3 kJ/mol. The value obtained for the total energy is -28561.8391 eV. The value obtained for the HOMO energy is -8.750 eV.

---

3.
Formula: C5H12N2O2
Source: OMol25
Level of theory: ωB97M-V/def2-TZVPD

CARTESIAN COORDINATES (ANGSTROEM)
C -0.15 1.70 -0.58
N 0.04 0.35 -0.04
C 1.25 -0.24 -0.52
C 0.00 0.37 1.45
C -1.12 -0.48 -0.48
N -0.68 -2.21 -0.32
C -2.57 0.04 0.12
O -2.51 0.84 1.06
O -3.44 -0.44 -0.61
H -1.18 2.07 -0.26
H 0.71 2.26 -0.19
H -0.12 1.90 -1.65
H 1.12 -0.41 -1.49
H 2.19 0.47 -0.43
H 1.45 -1.28 -0.07
H -0.51 -0.48 1.86
H 1.05 0.56 1.89
H -0.67 1.21 1.80
H -1.31 -0.46 -1.61
H -1.55 -2.75 -0.37
H -0.38 -2.22 0.68

The multiplicity is 1. The structure (SMILES) is C[N+](C)(C)[C@@H](N)C(=O)[O-]. Its energy above the lowest of the compared OMol25 structures with the same formula, charge and spin is 433.4 kJ/mol. The value obtained for the total energy is -12451.4902 eV. The value obtained for the HOMO energy is -8.609 eV.

---

4.
Formula: C8H17N
Source: OMol25
Level of theory: ωB97M-V/def2-TZVPD

CARTESIAN COORDINATES (ANGSTROEM)
C 0.42 0.41 -0.31
C -0.35 -0.18 0.77
C 1.82 0.63 1.02
C 0.87 -0.54 -1.40
C -2.54 -1.57 -0.37
C 3.12 -0.14 0.86
C -2.10 -0.22 0.10
N -0.02 1.62 -0.81
C -2.94 0.81 0.14
H 0.51 2.03 -1.56
H -0.40 2.27 -0.13
H -0.13 -1.23 0.94
H -0.54 0.40 1.66
H 2.02 1.68 0.80
H 1.57 0.64 2.08
H 1.55 -0.03 -2.09
H 1.38 -1.39 -0.97
H 0.01 -0.87 -1.99
H -3.62 -1.62 -0.56
H -1.99 -1.84 -1.27
H -2.31 -2.33 0.39
H 3.00 -1.18 1.19
H 3.93 0.27 1.45
H 3.40 -0.16 -0.20
H -3.98 0.73 -0.18
H -2.66 1.81 0.45

The multiplicity is 1. Its energy above the lowest of the compared OMol25 structures with the same formula, charge and spin is 281.6 kJ/mol. The value obtained for the total energy is -10058.6018 eV. The value obtained for the HOMO energy is -7.674 eV.

---

5.
Formula: C20H28BO4
Source: OMol25
Level of theory: ωB97M-V/def2-TZVPD

CARTESIAN COORDINATES (ANGSTROEM)
C 1.29 -3.37 -1.12
O 0.58 -2.25 -0.51
C 1.09 -0.98 -0.81
C 2.40 -0.83 -0.11
C 3.44 -0.28 -0.87
C 4.76 -0.43 -0.47
C 5.10 -1.11 0.70
C 6.56 -1.19 1.07
C 4.06 -1.56 1.52
C 2.72 -1.45 1.13
H 0.92 -4.27 -0.62
H 1.08 -3.40 -2.21
H 2.39 -3.32 -0.95
H 1.23 -0.97 -1.91
H 3.16 0.27 -1.78
H 5.53 0.03 -1.09
H 6.72 -1.73 1.99
H 7.10 -1.73 0.28
H 7.03 -0.19 1.17
H 4.30 -2.01 2.49
H 1.94 -1.84 1.78
C -4.41 4.76 2.05
C -3.45 4.16 1.15
C -2.61 4.64 0.16
C -2.12 3.50 -0.52
C -2.62 2.35 0.11
B -3.19 0.90 -0.31
O -3.03 0.49 -1.61
C -1.87 -0.28 -1.20
C -1.75 -1.39 -2.22
C -0.67 0.66 -1.34
C -2.22 -0.74 0.36
C -2.65 -2.20 0.44
C -1.13 -0.35 1.35
O -3.42 0.01 0.71
O -3.36 2.80 1.20
H -4.60 5.79 1.74
H -5.36 4.20 2.08
H -4.00 4.75 3.07
H -2.43 5.69 -0.08
H -1.43 3.53 -1.37
H -1.54 -2.37 -1.78
H -2.65 -1.41 -2.84
H -0.89 -1.09 -2.83
H 0.27 0.14 -0.84
H -0.55 0.81 -2.43
H -0.79 1.67 -0.90
H -1.77 -2.85 0.36
H -3.15 -2.40 1.41
H -3.37 -2.41 -0.37
H -0.24 -0.97 1.22
H -0.88 0.71 1.19
H -1.53 -0.47 2.37

The multiplicity is 1. Its energy above the lowest of the compared OMol25 structures with the same formula, charge and spin is 514.0 kJ/mol. The value obtained for the total energy is -30050.5204 eV. Its charge is +1. The value obtained for the HOMO energy is -10.713 eV.

---

6.
Formula: C5H7N4
Source: OMol25
Level of theory: ωB97M-V/def2-TZVPD

CARTESIAN COORDINATES (ANGSTROEM)
C 1.13 -0.16 0.28
C -1.28 -1.02 0.28
C -1.19 -1.09 -1.18
C -0.32 0.04 0.43
C -0.77 1.43 0.25
N 3.15 -0.55 0.41
N 1.97 -1.14 0.54
N 1.73 1.02 0.06
N 3.02 0.74 0.08
H -2.25 -0.79 0.67
H -1.02 -1.90 0.77
H -0.42 -1.77 -1.64
H -1.04 -0.14 -1.63
H -1.91 1.56 0.45
H -0.47 1.72 -0.74
H -0.32 2.07 0.97

The multiplicity is 1. Its energy above the lowest of the compared OMol25 structures with the same formula, charge and spin is 255.2 kJ/mol. The value obtained for the total energy is -11255.8389 eV. Its charge is -1. The value obtained for the HOMO energy (alpha / beta) is -3.862 / -3.113 eV.

---

7.
Formula: C8H10
Source: OMol25
Level of theory: ωB97M-V/def2-TZVPD

CARTESIAN COORDINATES (ANGSTROEM)
C -1.60 0.49 0.42
C -1.56 0.11 -0.94
C -0.45 0.26 -1.81
C 0.70 0.82 -1.20
C 0.78 1.02 0.18
C -0.28 0.86 0.96
H -2.48 0.43 1.02
H -2.50 -0.23 -1.46
H -0.44 0.05 -2.92
H 1.70 0.72 -1.84
H 1.70 1.40 0.51
H 0.01 1.13 2.05
C 0.72 -1.21 1.53
C 0.73 -1.19 0.19
H 1.58 -1.47 2.02
H -0.22 -0.75 2.04
H 1.66 -1.50 -0.24
H -0.06 -0.96 -0.52

The multiplicity is 1. The structure (SMILES) is c1ccccc1.C=C. Its energy above the lowest of the compared OMol25 structures with the same formula, charge and spin is 527.1 kJ/mol. The value obtained for the total energy is -8452.8067 eV. The value obtained for the HOMO energy is -7.775 eV.

---

8.
Formula: C4H12
Source: OMol25
Level of theory: ωB97M-V/def2-TZVPD

CARTESIAN COORDINATES (ANGSTROEM)
C -0.93 -2.26 0.87
C -1.29 -1.19 -0.20
H -0.64 -3.16 0.33
H -0.21 -1.94 1.61
H -1.87 -2.55 1.35
H -0.41 -0.59 -0.38
H -1.49 -1.63 -1.17
H -2.08 -0.54 0.16
C 1.51 1.56 0.32
C 0.81 1.85 -0.99
H 2.08 2.41 0.71
H 0.71 1.58 1.06
H 2.11 0.66 0.41
H 1.46 1.82 -1.86
H 0.28 2.80 -1.04
H -0.04 1.19 -1.16

The multiplicity is 1. The structure (SMILES) is CC.CC. Its energy above the lowest of the compared OMol25 structures with the same formula, charge and spin is 39.2 kJ/mol. The value obtained for the total energy is -4342.1216 eV. The value obtained for the HOMO energy is -11.397 eV.

---

9.
Formula: C9H16N3O
Source: OMol25
Level of theory: ωB97M-V/def2-TZVPD

CARTESIAN COORDINATES (ANGSTROEM)
C 4.01 -0.01 -2.48
C 1.58 -0.33 -2.69
N 1.68 -1.61 -2.39
N 2.63 0.49 -2.64
N 0.37 0.19 -2.94
H 2.56 -2.09 -2.24
H 0.86 -2.15 -2.18
H 2.56 1.37 -3.12
H 0.31 1.09 -3.39
H -0.50 -0.28 -2.79
H 4.13 -0.97 -2.98
H 4.23 -0.18 -1.43
H 4.69 0.73 -2.90
C -2.73 1.87 3.67
C -1.19 -0.87 0.90
C -1.94 -1.37 2.00
C -0.61 0.43 0.91
C -2.42 -0.49 2.91
C -1.19 1.32 1.75
C -2.13 0.91 2.73
O -0.88 -1.66 -0.11
H -1.24 -2.56 0.00
H -2.17 -2.43 2.05
H 0.19 0.66 0.22
H -3.02 -0.82 3.75
H -0.91 2.37 1.70
H -2.35 2.88 3.58
H -2.78 1.58 4.72
H -3.79 1.95 3.39

The expectation value of S² is 0.765. The multiplicity is 2. Its energy above the lowest of the compared OMol25 structures with the same formula, charge and spin is 0.0 kJ/mol. The value obtained for the total energy is -16094.5085 eV. Its charge is +2. The value obtained for the HOMO energy (alpha / beta) is -16.382 / -17.270 eV.

---

10.
Formula: C36H31KN6O7S2
Source: OMol25
Level of theory: ωB97M-V/def2-TZVPD

CARTESIAN COORDINATES (ANGSTROEM)
K 0.71 1.41 -0.70
C -4.13 -0.29 -0.74
C -3.27 -0.93 -1.78
C -3.33 -0.34 -3.17
C -0.87 -0.24 -3.75
C 0.19 0.48 -4.52
C -0.70 -1.53 -3.45
C -1.57 -2.48 -2.65
C -0.71 -3.61 -2.11
C -2.37 -1.87 -1.53
H -3.97 -0.75 0.24
H -5.18 -0.39 -1.01
H -3.90 0.77 -0.67
H -4.20 0.32 -3.20
H 1.07 -0.15 -4.65
H 0.47 1.40 -3.99
H -0.19 0.79 -5.49
H 0.21 -2.00 -3.81
H -0.13 -4.07 -2.91
H -1.35 -4.37 -1.66
H -0.03 -3.21 -1.36
H -2.22 -2.26 -0.53
S -1.56 3.23 0.42
C -1.35 2.83 2.05
N -1.82 3.41 3.11
N -1.45 2.75 4.33
C -0.32 3.13 5.01
C 0.78 3.70 4.35
C 1.94 3.99 5.05
C 2.04 3.74 6.41
C 0.95 3.19 7.07
C -0.21 2.89 6.39
N -0.37 1.78 2.19
N -0.84 0.64 2.25
C 0.15 -0.39 2.42
C 1.20 -0.24 3.32
C 2.02 -1.32 3.59
C 1.81 -2.54 2.96
C 0.77 -2.67 2.05
C -0.07 -1.60 1.79
H -2.26 2.64 4.92
H 0.72 3.89 3.29
H 2.78 4.41 4.51
H 2.95 3.97 6.95
H 1.00 2.98 8.14
H -1.06 2.45 6.91
H 1.34 0.72 3.80
H 2.83 -1.20 4.30
H 2.47 -3.37 3.17
H 0.62 -3.61 1.53
H -0.89 -1.69 1.10
O -2.06 4.12 -4.37
C -1.71 3.09 -3.77
O -0.88 2.97 -2.83
C -2.39 1.76 -4.21
C -3.26 1.79 -5.22
C -3.99 0.70 -5.86
C -4.08 -0.61 -5.56
C -3.51 -1.23 -4.37
C -2.09 0.56 -3.34
N -3.18 -2.48 -4.51
O -2.53 -3.20 -3.51
O -3.40 -3.19 -5.52
H -3.38 2.77 -5.67
H -4.51 0.99 -6.77
H -4.59 -1.28 -6.24
H -1.87 1.01 -2.37
O 4.19 1.66 1.81
C 3.91 0.75 1.05
N 3.18 0.84 -0.10
S 3.03 -0.56 -0.84
O 1.63 -0.94 -0.90
O 3.73 -0.62 -2.11
C 3.93 -1.54 0.33
C 4.24 -2.88 0.33
C 5.03 -3.35 1.37
C 5.49 -2.49 2.36
C 5.17 -1.13 2.34
C 4.38 -0.67 1.30
H 3.89 -3.54 -0.45
H 5.30 -4.40 1.41
H 6.11 -2.88 3.16
H 5.52 -0.44 3.09

The multiplicity is 1. Its energy above the lowest of the compared OMol25 structures with the same formula, charge and spin is 343.8 kJ/mol. The value obtained for the total energy is -99101.8744 eV. Its charge is -2. The value obtained for the HOMO energy is -2.677 eV.

---

11.
Formula: C16H29Cl2N2OP2PrSe
Source: OMol25
Level of theory: ωB97M-V/def2-TZVPD

CARTESIAN COORDINATES (ANGSTROEM)
C -1.18 -0.09 -4.50
C -1.39 -0.32 -3.00
H -2.15 0.08 -4.97
H -0.71 -0.98 -4.92
H -0.49 0.73 -4.70
O -2.49 -0.67 -2.61
Cl 1.81 -0.22 -3.48
Pr 0.20 -0.08 -1.70
P 0.49 -2.42 -1.58
C -0.66 -3.25 -0.43
C 0.24 -3.29 -3.17
H 0.47 -4.35 -3.06
H 2.31 -3.97 -1.21
H 0.92 -2.84 -3.91
H 2.88 -2.31 -1.60
H -1.69 -3.00 -0.71
H -0.79 -3.16 -3.50
C 2.15 -2.90 -1.03
H -0.53 -4.34 -0.47
H 2.26 -2.66 0.03
H -0.47 -2.90 0.58
P 0.27 2.29 -1.81
C -0.87 3.07 -0.61
C 1.91 2.97 -1.38
H 0.52 2.74 -4.18
H -0.11 4.17 -3.32
H -1.18 2.79 -3.68
C -0.17 3.08 -3.40
H 2.69 2.34 -1.82
H 2.00 4.00 -1.76
H -0.83 4.16 -0.70
H -0.56 2.76 0.39
H 2.00 2.95 -0.30
H -1.89 2.72 -0.80
Cl 2.10 0.26 -0.03
C -2.60 1.40 3.16
N -1.39 0.58 3.04
C -0.96 -0.08 1.93
Se -1.85 -0.11 0.42
N 0.18 -0.77 2.17
C 0.47 -0.53 3.46
C 1.54 -1.02 4.20
C 1.62 -0.63 5.55
C 0.64 0.21 6.12
C -0.43 0.69 5.33
C -0.48 0.29 3.99
H -2.72 1.80 4.19
H -3.49 0.78 2.93
H -2.55 2.24 2.45
H 0.72 -1.38 1.52
H 2.28 -1.67 3.76
H 2.44 -0.99 6.16
H 0.71 0.50 7.16
H -1.18 1.33 5.77

The expectation value of S² is 2.349. The multiplicity is 3. The value obtained for the total energy is -145109.4353 eV. Its charge is +2. The value obtained for the HOMO energy (alpha / beta) is -13.554 / -13.561 eV.

---

12.
Formula: C4H7NO2
Source: OMol25
Level of theory: ωB97M-V/def2-TZVPD

CARTESIAN COORDINATES (ANGSTROEM)
C -1.18 -1.12 0.49
C -1.12 0.09 -0.37
C -0.63 1.37 0.12
O -1.54 1.45 1.03
C 1.13 0.16 -0.48
O 0.86 1.04 0.45
N 2.41 -0.20 -0.51
H -0.52 -1.03 1.35
H -2.21 -1.26 0.85
H -0.91 -2.01 -0.09
H -1.78 0.11 -1.24
H -0.51 2.20 -0.59
H 2.73 -0.84 -1.22
H 3.09 0.17 0.15

The multiplicity is 1. Its energy above the lowest of the compared OMol25 structures with the same formula, charge and spin is 469.4 kJ/mol. The value obtained for the total energy is -9842.4149 eV. The value obtained for the HOMO energy (alpha / beta) is -8.518 / -8.519 eV.

---

What did the twelfth record say?
Formula: C4H7NO2
Source: OMol25
Level of theory: ωB97M-V/def2-TZVPD

CARTESIAN COORDINATES (ANGSTROEM)
C -1.18 -1.12 0.49
C -1.12 0.09 -0.37
C -0.63 1.37 0.12
O -1.54 1.45 1.03
C 1.13 0.16 -0.48
O 0.86 1.04 0.45
N 2.41 -0.20 -0.51
H -0.52 -1.03 1.35
H -2.21 -1.26 0.85
H -0.91 -2.01 -0.09
H -1.78 0.11 -1.24
H -0.51 2.20 -0.59
H 2.73 -0.84 -1.22
H 3.09 0.17 0.15

The multiplicity is 1. Its energy above the lowest of the compared OMol25 structures with the same formula, charge and spin is 469.4 kJ/mol. The value obtained for the total energy is -9842.4149 eV. The value obtained for the HOMO energy (alpha / beta) is -8.518 / -8.519 eV.

---

- Look up the multiplicity of the second one.
  1